DFT (wB97M-V/def2-TZVPD) results for a molecular structure, C40H44F5N3O4Ru.

Geometry as XYZ:
```
97
C40H44F5N3O4Ru (wB97M-V/def2-TZVPD)
Ru 0.099 -0.649 -0.011
O 4.429 -1.756 0.708
C 3.116 -1.655 0.646
O 2.502 -0.616 0.658
C 2.398 -2.961 0.541
C 3.014 -4.193 0.691
C 2.239 -5.332 0.546
C 0.894 -5.194 0.235
C 0.372 -3.919 0.104
N 1.106 -2.822 0.266
C -1.028 -3.602 -0.338
O -1.971 -4.516 -0.269
O -1.265 -2.504 -0.793
H 4.810 -0.861 0.743
H 4.070 -4.244 0.913
H 2.679 -6.314 0.655
H 0.281 -6.071 0.073
H -1.695 -5.303 0.219
C 1.166 0.377 -4.266
C 1.587 -0.359 -2.993
C 2.025 -1.789 -3.306
C 2.640 0.442 -2.253
C 3.967 0.379 -2.655
C 4.937 1.136 -2.016
C 4.589 1.949 -0.952
C 3.273 2.039 -0.502
C 2.995 2.851 0.753
C 3.843 2.352 1.928
C 3.233 4.344 0.515
C 2.308 1.297 -1.195
N 0.940 1.305 -0.754
C 0.351 2.437 -0.695
C -0.975 2.735 -0.177
C -1.252 4.087 -0.035
C -2.467 4.537 0.469
C -3.447 3.615 0.823
C -3.226 2.268 0.656
C -1.989 1.777 0.153
N -1.787 0.459 -0.014
C -2.957 -0.388 0.037
C -3.240 -1.044 1.235
C -4.380 -1.842 1.284
C -5.195 -1.989 0.181
C -4.875 -1.340 -1.002
C -3.755 -0.525 -1.112
C -3.522 0.121 -2.474
C -4.102 1.537 -2.571
C -2.090 0.093 -3.003
C -2.384 -0.883 2.473
C -1.777 -2.214 2.923
C -3.164 -0.222 3.610
H 0.407 -0.186 -4.811
H 2.032 0.505 -4.919
H 0.766 1.367 -4.041
H 0.684 -0.430 -2.364
H 2.801 -1.811 -4.071
H 1.179 -2.364 -3.686
H 2.416 -2.295 -2.420
H 4.248 -0.257 -3.484
H 5.966 1.090 -2.349
H 5.357 2.518 -0.444
H 1.955 2.720 1.050
H 4.897 2.601 1.790
H 3.748 1.272 2.052
H 3.510 2.819 2.855
H 4.275 4.537 0.255
H 3.006 4.912 1.418
H 2.617 4.734 -0.299
H 0.906 3.312 -1.039
H -0.491 4.806 -0.313
H -2.643 5.597 0.587
H -4.390 3.955 1.230
H -3.988 1.554 0.932
H -4.630 -2.337 2.214
H -6.081 -2.607 0.236
H -5.506 -1.474 -1.873
H -4.103 -0.500 -3.160
H -3.492 2.260 -2.027
H -5.116 1.578 -2.170
H -4.136 1.855 -3.614
H -1.434 0.781 -2.470
H -2.092 0.400 -4.050
H -1.666 -0.913 -2.948
H -1.554 -0.205 2.243
H -2.547 -2.979 3.046
H -1.258 -2.041 3.878
H -1.045 -2.585 2.192
H -4.009 -0.846 3.914
H -3.557 0.751 3.303
H -2.482 -0.101 4.458
F 0.761 0.606 2.270
C 1.335 -0.056 3.304
F 1.364 -1.364 3.097
C 1.591 0.532 4.447
F 1.429 1.826 4.609
F -0.465 -0.500 5.047
F 2.114 -0.067 5.474
```

Summary:
lowest unoccupied orbital energy (alpha / beta) = -4.02 / -5.20 eV
net charge = +1
2S+1 = 6
ΔE to the lowest compared entry with this formula, charge and spin = 2.2 kcal/mol
orbital gap (alpha / beta) = 5.072 / 3.894 eV

=====

DFT (wB97M-V/def2-TZVPD) results for a molecular structure, C28H31Br4NO2PSn.

Geometry as XYZ:
```
68
C28H31Br4NO2PSn (wB97M-V/def2-TZVPD)
Sn -0.657 -0.980 -1.596
C 2.685 -0.614 -2.956
C 3.124 -1.308 -1.658
C 4.526 -0.838 -1.270
P 1.785 -1.145 -0.403
C 1.974 -2.376 0.931
C 1.024 -1.984 2.071
C 3.391 -2.653 1.425
C 1.899 0.506 0.324
C 3.054 1.008 0.887
C 3.160 2.333 1.329
C 4.437 2.850 1.929
C 2.038 3.171 1.193
C 0.860 2.703 0.675
C 0.744 1.348 0.243
N -0.433 0.829 -0.128
C -1.584 1.675 -0.288
C -1.634 2.635 -1.292
C -0.481 2.908 -2.236
C -2.822 3.352 -1.451
C -3.920 3.150 -0.640
C -5.197 3.933 -0.834
C -3.820 2.198 0.373
C -2.672 1.452 0.567
C -2.572 0.458 1.704
H 3.454 -0.739 -3.721
H 2.554 0.463 -2.797
H 1.757 -1.015 -3.359
H 3.146 -2.388 -1.832
H 4.571 0.252 -1.234
H 5.227 -1.168 -2.042
H 4.879 -1.233 -0.317
H 1.579 -3.276 0.457
H 1.409 -1.121 2.621
H 0.922 -2.814 2.773
H 0.022 -1.734 1.709
H 3.827 -1.781 1.920
H 4.060 -2.977 0.627
H 3.352 -3.459 2.164
H 3.919 0.362 0.994
H 5.224 2.097 1.918
H 4.278 3.162 2.964
H 4.791 3.727 1.382
H 2.102 4.201 1.529
H -0.014 3.342 0.628
H 0.333 2.190 -2.141
H -0.058 3.902 -2.065
H -0.830 2.879 -3.269
H -2.878 4.093 -2.244
H -5.109 4.649 -1.650
H -5.459 4.482 0.073
H -6.032 3.265 -1.059
H -4.666 2.035 1.036
H -3.462 0.504 2.330
H -1.702 0.660 2.334
H -2.476 -0.565 1.333
Br -3.605 -6.967 0.727
C -3.292 -5.184 0.287
C -4.392 -4.234 0.333
Br -6.098 -4.830 0.789
C -4.189 -2.915 0.047
Br -5.532 -1.612 0.124
C -2.886 -2.466 -0.326
O -2.611 -1.261 -0.606
C -1.788 -3.429 -0.394
O -0.648 -2.974 -0.743
C -2.030 -4.788 -0.066
Br -0.557 -5.946 -0.132
```

Summary:
lowest unoccupied orbital energy (alpha / beta) = -5.18 / -4.84 eV
net charge = +1
orbital gap (alpha / beta) = 5.458 / 6.215 eV

=====

DFT (wB97M-V/def2-TZVPD) results for 2 unconnected molecules or ions with the total composition C3H10N2O2 at a distorted geometry.

Geometry as XYZ:
```
17
C3H10N2O2 (wB97M-V/def2-TZVPD)
C -0.021 -0.652 -1.489
C -0.561 0.391 -0.552
N -1.888 1.035 -0.801
C -0.393 -0.107 0.882
N -1.536 -0.552 1.460
O 0.710 -0.461 1.306
H -0.805 -1.354 -1.736
H 0.818 -1.199 -1.053
H 0.277 -0.143 -2.463
H 0.106 1.256 -0.513
H -1.649 1.982 -1.075
H -2.191 0.730 -1.724
H -1.465 -1.323 2.102
H -2.318 -0.077 1.008
O 3.203 0.199 -0.349
H 3.398 1.108 -0.095
H 2.421 0.011 0.196
```

Summary:
SMILES = C[C@@H](N)C(N)=O.O
lowest unoccupied orbital energy = 0.72 eV
net charge = 0
ΔE to the lowest compared entry with this formula, charge and spin = 22.3 kcal/mol
orbital gap = 10.522 eV

=====

DFT (wB97M-V/def2-TZVPD) results for C3H8N2OS in the gas phase at a distorted geometry.

Geometry as XYZ:
```
15
C3H8N2OS (wB97M-V/def2-TZVPD)
H 0.955 2.466 -0.406
N 1.492 1.606 -0.303
C 0.775 0.677 0.182
C -0.664 0.640 0.635
C -1.585 -0.208 -0.249
O -1.305 -1.651 -0.046
N 1.327 -0.571 0.349
S 2.985 -0.919 0.097
H -0.677 0.197 1.647
H -1.024 1.646 0.663
H -2.633 -0.021 -0.055
H -1.336 0.006 -1.301
H -2.114 -2.168 -0.296
H 0.745 -1.332 0.170
H 3.058 -0.370 -1.086
```

Summary:
SMILES = [H]/N=C(\CCO)NS
lowest unoccupied orbital energy = 0.59 eV
net charge = 0
ΔE to the lowest compared entry with this formula, charge and spin = 39.5 kcal/mol
orbital gap = 9.292 eV